# 1
Entry from the Open Molecules 2025 dataset: a structure of composition C53H49BrMnN2O6 (ωB97M-V/def2-TZVPD).

```
112
Properties=species:S:1:pos:R:3:forces:R:3:lowdin_spin:R:1
Mn -0.56397 0.33671 0.43984 -0.5 0.4 -0.6 1.01
C 2.16322 -3.27065 -5.46246 0.2 -0.1 -0.1 0.00
C 1.01568 -3.25640 -4.47411 -0.1 0.1 0.2 0.00
C -0.03862 -4.29417 -4.81299 -0.2 -0.1 -0.1 0.00
O 1.52112 -3.50791 -3.18204 0.1 0.1 0.2 0.00
C 1.00721 -2.54963 -2.24480 0.1 0.1 -0.2 0.00
C 0.55568 -1.37914 -3.14400 0.1 -0.5 -0.1 0.00
O 0.43526 -1.97010 -4.45523 0.0 0.1 0.2 0.00
C -0.73371 -0.67885 -2.65292 -0.2 0.0 -0.1 0.00
O -0.38986 -0.29621 -1.40001 0.2 -0.1 0.1 0.03
C -1.02966 0.60641 -3.47459 0.0 0.0 0.0 0.00
C -2.31696 1.01641 -3.82097 0.1 0.0 0.0 0.00
C -2.54342 2.24385 -4.43836 0.1 0.0 0.0 0.00
C -1.48378 3.09899 -4.71114 0.0 -0.1 0.1 0.00
C -0.19944 2.72232 -4.32935 0.0 -0.1 0.0 0.00
C 0.01960 1.49604 -3.71452 0.0 0.1 0.0 0.00
C -1.89031 -1.69266 -2.78729 0.0 0.2 -0.1 0.00
C -2.37790 -2.33145 -1.65960 -0.1 -0.2 0.0 0.00
C -3.40699 -3.26998 -1.74183 0.1 0.0 -0.1 0.00
C -3.96320 -3.58634 -2.97565 0.1 0.1 0.1 0.00
C -3.46852 -2.96625 -4.12046 0.0 0.0 0.1 0.00
C -2.44087 -2.03653 -4.02612 -0.1 0.0 0.0 0.00
C 2.11922 -2.31406 -1.14016 -0.2 0.1 -0.4 0.00
O 1.44814 -1.79839 -0.01657 0.4 0.0 0.7 0.00
C 2.55885 -3.71803 -0.64842 -0.1 0.1 -0.1 0.00
C 3.86824 -4.15583 -0.51984 0.2 -0.1 0.1 0.00
C 4.16569 -5.40028 0.03712 0.0 0.1 -0.1 0.00
C 3.15504 -6.22995 0.48609 0.0 0.0 0.0 0.00
C 1.83813 -5.79619 0.38297 -0.1 0.1 0.0 0.00
C 1.55145 -4.55858 -0.17117 -0.1 -0.1 0.0 0.00
C 3.23711 -1.50469 -1.80586 -0.1 -0.1 0.0 0.00
C 4.16897 -2.11438 -2.65518 -0.1 0.1 -0.1 0.00
C 5.11247 -1.36327 -3.35037 -0.1 -0.1 0.1 0.00
C 5.12776 0.02050 -3.23150 0.0 0.0 0.0 0.00
C 4.17340 0.63734 -2.43444 -0.1 0.0 0.0 0.00
C 3.23353 -0.11465 -1.73443 0.0 0.2 -0.2 0.00
H 2.69009 -4.22979 -5.40895 0.0 0.1 0.0 0.00
H 2.85715 -2.46415 -5.21972 0.0 -0.1 0.0 0.00
H 1.77784 -3.12338 -6.47592 0.1 0.0 0.1 0.00
H 0.41693 -5.28974 -4.83682 -0.1 0.1 0.0 0.00
H -0.48154 -4.06908 -5.78893 0.0 -0.1 0.1 0.00
H -0.82761 -4.27402 -4.05800 0.1 0.0 -0.1 0.00
H 0.14682 -2.96437 -1.72185 -0.1 0.0 0.0 0.00
H 1.31952 -0.61858 -3.16803 0.3 0.1 -0.1 0.00
H -3.16630 0.39195 -3.57077 0.0 0.0 0.0 0.00
H -3.55939 2.53772 -4.68463 0.1 0.0 0.0 0.00
H -1.65919 4.05811 -5.18653 0.0 0.0 0.0 0.00
H 0.63751 3.39482 -4.49206 -0.1 0.0 0.0 0.00
H 1.01897 1.26113 -3.36062 -0.1 0.1 -0.1 0.00
H -1.92192 -2.08389 -0.71647 0.0 0.0 0.1 0.00
H -3.77099 -3.74502 -0.83432 0.0 0.0 -0.1 0.00
H -4.77185 -4.30631 -3.04843 0.0 0.0 0.0 0.00
H -3.88536 -3.21156 -5.09292 0.0 0.0 0.0 0.00
H -2.05757 -1.56509 -4.92263 0.0 0.0 0.0 0.00
H 4.68661 -3.51758 -0.82270 0.0 0.0 0.1 0.00
H 5.20116 -5.71035 0.12619 0.0 0.0 0.0 0.00
H 3.38721 -7.19143 0.92940 0.0 0.0 0.0 0.00
H 1.02881 -6.41896 0.74962 0.0 0.0 0.0 0.00
H 0.52063 -4.22097 -0.21031 0.1 -0.1 0.0 0.00
H 4.13395 -3.18527 -2.80288 0.0 0.1 -0.1 0.00
H 5.82720 -1.86505 -3.99648 -0.1 0.0 0.0 0.00
H 5.86586 0.60866 -3.76802 0.0 0.0 0.0 0.00
H 4.13802 1.71896 -2.35894 0.0 0.0 0.0 0.00
H 2.47907 0.35441 -1.10451 0.0 0.0 0.0 0.00
C -1.92059 -3.13201 2.41793 0.3 0.0 0.0 0.00
C -3.29116 -2.94847 2.45882 -0.3 0.1 0.0 -0.01
C -3.82188 -1.80278 1.89570 -0.2 -0.1 0.1 0.00
C -2.98643 -0.85630 1.30378 -0.4 0.2 -0.1 -0.01
N -1.65487 -1.04092 1.27640 0.0 -0.5 0.3 -0.01
C -1.14656 -2.15277 1.82190 0.2 -0.2 0.1 -0.01
C -3.42747 0.36297 0.61049 0.0 -0.1 0.1 0.00
C -4.76781 0.74164 0.49680 -0.1 0.0 0.0 0.00
C -5.09701 1.89420 -0.19908 0.1 0.0 0.0 0.00
C -4.07399 2.65728 -0.77309 -0.1 -0.1 0.0 0.00
C -2.75021 2.26718 -0.64240 0.0 0.0 0.0 0.00
C -2.37199 1.10457 0.05276 0.0 0.1 0.0 -0.02
H -1.44780 -4.01291 2.83423 0.0 0.0 0.0 0.00
H -3.93666 -3.69134 2.91473 0.0 0.0 0.0 0.00
H -4.89178 -1.63302 1.89315 0.1 0.0 0.0 0.00
H -0.07081 -2.26137 1.74050 0.0 0.0 0.0 0.00
H -5.56010 0.14916 0.95317 0.1 0.1 -0.1 0.00
H -6.13338 2.19758 -0.29711 0.0 0.0 0.0 0.00
H -4.32197 3.55677 -1.33086 0.0 0.0 0.0 0.00
H -1.98791 2.88408 -1.11725 0.0 0.0 0.0 0.00
C 2.32992 0.19160 3.01244 0.0 0.0 0.1 0.00
C 2.80541 -0.53314 1.74737 0.1 -0.4 0.1 0.00
C 4.07289 0.19679 1.26845 0.1 0.0 0.1 0.00
C 3.21796 -1.96035 2.16593 0.0 0.0 0.1 0.00
C 1.66587 -0.51512 0.71798 0.0 0.6 -0.6 0.01
H 3.12598 0.18676 3.77017 -0.1 0.0 -0.1 0.00
H 1.43876 -0.28335 3.43765 0.1 0.1 0.0 0.00
H 2.08204 1.23008 2.80573 0.0 0.1 0.0 0.00
H 4.80458 0.27543 2.08824 -0.1 0.0 -0.1 0.00
H 3.81968 1.20932 0.93017 0.0 -0.1 0.0 0.00
H 4.55666 -0.32824 0.43901 -0.1 0.1 0.1 0.00
H 3.77706 -1.93891 3.11406 0.0 0.0 -0.1 0.00
H 3.85956 -2.43015 1.41616 -0.1 0.0 0.0 0.00
H 2.33969 -2.60374 2.29518 0.1 0.1 0.0 0.00
H 0.76256 -0.47936 1.34332 0.3 -1.0 0.7 0.00
Br 3.82255 5.87967 0.88237 0.0 -0.1 0.0 0.00
C 2.56147 4.47968 0.55689 0.1 0.2 0.1 0.00
C 2.50357 3.91188 -0.70021 0.4 0.3 0.0 0.00
N 1.64540 2.95651 -0.99464 -0.5 -0.5 0.1 0.00
C 0.84451 2.52744 -0.01515 0.3 0.3 -0.1 -0.01
C 0.83385 3.05307 1.27598 -0.5 -0.7 -0.2 0.00
C 1.71099 4.05585 1.56228 0.6 0.7 0.2 0.00
C -0.05343 2.50583 2.39214 0.0 0.0 -0.1 0.00
O -0.10956 3.16880 3.42948 -0.1 0.0 0.1 0.01
O -0.61940 1.39685 2.15948 0.1 0.0 0.1 0.01
H 3.16363 4.24515 -1.49579 0.0 0.0 0.1 0.00
H 0.10090 1.81531 -0.33469 -0.1 0.4 -0.7 0.00
H 1.71215 4.47116 2.56211 0.0 0.0 0.0 0.00
```
Forces are in eV/Å.

Computed properties:
**Charge**: -2
**HOMO-LUMO gap (spin up / spin down)**: 4.3854 / 4.3165 eV
**Spin multiplicity**: 2
**Energy relative to the best compared isomer or geometry (same formula, charge and spin)**: 220.04 kJ/mol
**⟨S²⟩**: 0.79
**HOMO energy (spin up / spin down)**: -0.0165 / -0.0140 hartree



# 2
Entry from the Open Molecules 2025 dataset: the molecule C6H9N (ωB97M-V/def2-TZVPD).

```
16
Properties=species:S:1:pos:R:3:forces:R:3:nbo_charge:R:1
C -0.27105 0.20620 0.19487 1.2 -1.9 -2.3 0.11
C -1.67959 -0.13875 0.56376 -0.1 -0.5 0.4 -0.64
C 0.34090 1.41208 0.81691 0.8 0.0 0.1 -0.66
C 0.14254 -0.10098 -1.21210 -0.9 3.7 -2.2 0.01
N 0.88976 0.78409 -1.89923 0.0 -2.1 1.7 -0.76
C 0.81429 -1.22409 0.01071 -1.6 1.8 2.1 -0.07
C 1.48507 -2.13528 0.41578 0.4 -0.4 0.0 -0.19
H -0.57444 -0.73989 -1.76617 0.7 -0.5 0.5 0.20
H 1.35946 0.28465 -2.65751 -0.6 0.3 -0.4 0.33
H -2.35942 0.65094 0.21421 0.3 0.0 0.0 0.24
H -2.00935 -1.07059 0.09473 0.1 0.1 0.1 0.23
H -1.79023 -0.22354 1.64910 -0.1 0.0 -0.1 0.22
H 0.08338 2.31068 0.24144 -0.2 -0.3 -0.1 0.25
H 0.01167 1.54464 1.85153 0.2 -0.1 -0.1 0.21
H 1.43501 1.35589 0.72138 -0.3 0.0 0.3 0.26
H 2.12202 -2.91605 0.76057 0.0 0.0 -0.1 0.24
```
Forces are in eV/Å.

Computed properties:
**Charge**: 0
**HOMO-LUMO gap**: 8.4428 eV
**Energy relative to the best compared isomer or geometry (same formula, charge and spin)**: 512.20 kJ/mol
**HOMO energy**: -0.3028 hartree



# 3
Entry from the Open Molecules 2025 dataset: a structure of composition C22H24F3N2O8S3 (ωB97M-V/def2-TZVPD).

```
62
Properties=species:S:1:pos:R:3:forces:R:3:nbo_charge:R:1
C 2.11492 -1.50717 0.89544 0.8 0.3 0.5 -0.64
C 1.61212 -1.84406 2.32436 -0.2 -0.3 -0.3 -0.44
C 0.23380 -2.56623 2.31171 0.8 -0.3 0.1 -0.06
O -0.63122 -2.15760 1.25967 -0.2 0.1 0.1 -0.56
C -1.21851 -0.87134 1.48872 0.3 -0.4 -0.7 -0.11
C -0.92348 0.04499 0.30678 0.1 0.1 1.0 0.02
C -0.20043 1.22538 0.48257 0.6 0.3 0.2 -0.03
C 0.29805 1.69432 1.85144 -1.1 -0.2 0.6 -0.52
C -0.84787 2.51890 2.44334 0.5 0.8 0.0 0.82
O -0.96832 3.71297 2.33936 -0.1 -0.9 0.0 -0.57
O -1.79960 1.73283 3.08381 -0.1 0.4 -0.6 -0.57
C -3.05449 2.35772 3.19820 -1.1 1.4 0.6 0.82
C -4.11186 1.89014 2.19286 0.8 -0.6 0.9 -0.73
O -3.28424 3.18612 4.04105 0.6 -1.2 -0.8 -0.51
C 0.07634 2.06397 -0.59704 0.3 0.6 -0.2 0.01
C 0.83451 3.38532 -0.45556 -0.1 -0.4 -0.5 -0.48
C 2.37128 3.18960 -0.37484 -0.9 0.6 0.4 0.06
F 2.72324 2.04285 -1.05350 0.2 0.1 0.1 -0.35
C -0.35012 1.70532 -1.86434 0.2 0.3 0.4 -0.19
C -1.06447 0.54420 -2.01476 -1.0 -0.8 -1.5 -0.16
C -1.37920 -0.28960 -0.96393 0.3 -0.4 0.9 0.13
N -2.15331 -1.46684 -1.15354 -0.3 0.8 -0.2 -0.59
C -3.32766 -1.23986 -1.89907 -0.7 -0.3 -0.2 0.24
C -4.57523 -1.67921 -1.47120 0.6 -0.2 0.8 -0.28
C -5.70649 -1.43202 -2.21128 -1.3 -0.3 -0.1 -0.19
C -5.66318 -0.76955 -3.42284 0.5 0.2 -0.1 -0.24
C -4.42192 -0.32583 -3.85806 -0.8 0.3 -0.7 -0.20
C -3.30002 -0.55939 -3.10897 1.9 0.4 0.2 -0.22
S -1.68337 0.02290 -3.61516 0.0 0.2 -0.1 0.28
H 3.19384 -1.73851 0.78968 -0.6 0.1 0.1 0.26
H 1.59946 -2.07537 0.11733 -0.1 0.3 0.1 0.22
H 2.02935 -0.42348 0.74289 -0.2 -0.3 -0.4 0.20
H 1.55023 -0.96826 2.98562 0.2 0.0 -0.3 0.18
H 2.36644 -2.50756 2.76975 -0.4 0.0 0.2 0.22
H 0.45390 -3.63046 2.15784 -0.4 0.2 -0.1 0.19
H -0.29868 -2.45283 3.27155 0.2 -0.1 -0.1 0.16
H -0.81331 -0.48352 2.42294 -0.5 0.1 -0.1 0.20
H -2.31178 -1.01955 1.56712 0.2 0.2 0.3 0.17
H 0.48793 0.87554 2.54963 0.2 0.1 -0.3 0.24
H 1.18179 2.32504 1.78792 -0.2 -0.1 0.0 0.25
H -3.81763 0.88677 1.86358 -0.3 0.3 -0.3 0.23
H -5.04627 1.83331 2.75986 0.1 0.1 -0.3 0.24
H -4.22075 2.59355 1.36409 0.2 -0.1 0.1 0.26
H 0.63956 3.97684 -1.36092 -0.1 -0.2 0.2 0.21
H 0.40958 3.93686 0.39035 0.5 0.1 -0.1 0.24
H 2.86610 4.05388 -0.83483 0.1 -0.3 0.1 0.17
H 2.68055 3.13104 0.67628 0.3 -0.3 -0.3 0.15
H -0.11039 2.35522 -2.70229 -0.2 -0.3 0.0 0.23
H -2.36826 -1.90480 -0.26618 0.2 -0.2 -0.2 0.39
H -4.61417 -2.19740 -0.51163 -0.2 0.0 -0.2 0.21
H -6.68797 -1.75063 -1.86122 0.3 -0.1 0.2 0.21
H -6.55271 -0.56137 -4.00991 0.1 -0.1 0.2 0.21
H -4.37286 0.22260 -4.79756 0.3 -0.1 0.2 0.22
N 6.57064 -1.78170 -2.10710 0.1 -0.3 0.5 -1.20
S 7.95537 -1.40738 -1.43023 1.6 1.2 -0.1 2.50
O 8.93034 -2.45012 -1.37406 -0.4 -0.3 0.0 -0.94
O 7.89984 -0.50764 -0.32190 -0.5 -0.1 0.1 -0.94
F 8.53012 -0.47540 -2.59192 -0.5 -0.1 -0.2 -0.51
S 5.71806 -2.78059 -1.24807 -1.2 -1.5 0.6 2.51
O 4.63911 -3.36511 -1.97970 0.1 0.7 -0.6 -0.95
O 5.40864 -2.40774 0.10323 0.5 0.4 -0.2 -0.96
F 6.68513 -4.03625 -1.05898 0.2 0.1 0.0 -0.51
```
Forces are in eV/Å.

Computed properties:
**Charge**: -1
**HOMO-LUMO gap**: 8.2162 eV
**Energy relative to the best compared isomer or geometry (same formula, charge and spin)**: 0.00 kJ/mol
**HOMO energy**: -0.2337 hartree



# 4
Entry from the Open Molecules 2025 dataset: the ion C7H4O5S with charge -2 (ωB97M-V/def2-TZVPD).

```
17
Properties=species:S:1:pos:R:3:forces:R:3:nbo_charge:R:1
C 2.03677 -0.01766 0.15154 3.3 0.8 0.9 -0.14
C 1.89965 1.35246 0.01354 -0.5 1.3 -1.3 0.54
C 1.13914 -0.96857 -0.23895 -4.3 -1.3 -1.4 0.47
C -2.83995 0.20151 -0.37276 0.3 -0.6 1.4 0.77
C -0.31549 -0.53559 -0.72438 -0.1 0.8 -1.0 -0.50
C -0.71888 1.13491 1.12278 -0.1 -1.3 -1.5 -0.39
C -1.33430 0.13250 0.18368 1.2 0.6 1.1 -0.19
O 2.39932 2.42126 -0.35988 -0.6 -2.4 1.5 -0.63
O -2.89044 0.57314 -1.56253 -0.3 -0.1 0.3 -0.77
O 1.32738 -2.21873 -0.37265 1.1 1.3 0.6 -0.74
O -3.73878 -0.14594 0.44806 0.8 0.6 -1.2 -0.78
O 3.35488 -0.58851 0.52514 -1.2 0.1 -0.4 -0.77
S -0.94498 -0.40823 1.92956 -0.3 0.1 0.4 0.04
H -0.36816 0.08774 -1.64782 0.7 -0.1 0.5 0.23
H -0.81209 -1.42368 -1.04654 0.1 -1.1 -0.2 0.21
H -1.31018 1.94474 1.46445 -0.3 1.0 0.4 0.17
H 3.11614 -1.54138 0.48679 0.2 0.4 -0.1 0.48
```
Forces are in eV/Å.

Computed properties:
**Charge**: -2
**HOMO-LUMO gap (spin up / spin down)**: 6.1731 / 5.4515 eV
**HOMO energy (spin up / spin down)**: -0.0177 / 0.0088 hartree